The following is a quantum chemistry calculation of a cluster of 14 separate species, C28H84O23 in total in a non-equilibrium geometry, from the Open Molecules 2025 dataset.

Results
Spin multiplicity   1
Total charge   0
Energy relative to the best compared isomer or geometry (same formula, charge and spin)   4.127 eV
Energy   -2847.3596 hartree
HOMO-LUMO gap   9.250 eV
HOMO energy   -9.448 eV

Positions of all 135 atoms, in Å:
C  -8.298  17.915  32.429
C  -7.704  19.300  32.569
O  -8.387  20.035  33.566
H  -8.022  17.394  31.512
H  -9.382  18.026  32.444
H  -7.988  17.247  33.233
H  -7.706  19.817  31.609
H  -6.668  19.256  32.905
H  -9.236  20.365  33.261
C  -3.710  18.714  27.659
C  -3.008  17.739  26.733
O  -2.604  16.563  27.474
H  -4.368  18.174  28.339
H  -4.301  19.427  27.085
H  -3.025  19.249  28.316
H  -2.076  18.126  26.321
H  -3.644  17.540  25.870
H  -1.908  16.025  27.090
C  -7.182  20.157  21.816
C  -7.407  18.836  21.052
O  -7.449  19.013  19.664
H  -8.050  20.810  21.724
H  -6.315  20.734  21.492
H  -7.266  19.989  22.889
H  -8.344  18.491  21.490
H  -6.671  18.078  21.321
H  -7.895  18.263  19.264
C  -3.674  32.149  32.734
C  -4.072  32.864  34.037
O  -5.398  33.289  33.981
H  -2.666  31.740  32.807
H  -3.643  32.876  31.923
H  -4.325  31.315  32.472
H  -3.449  33.722  34.291
H  -3.998  32.179  34.882
H  -5.529  33.984  33.332
C  -12.092  30.303  22.941
C  -12.485  30.088  24.461
O  -11.491  29.314  25.040
H  -11.925  29.401  22.352
H  -11.245  30.981  22.830
H  -12.901  30.858  22.466
H  -13.399  29.495  24.498
H  -12.487  30.977  25.091
H  -11.644  28.378  24.893
C  -8.253  25.767  34.311
C  -9.714  26.162  34.445
O  -10.081  26.676  35.744
O  -7.551  26.995  34.192
H  -8.071  25.041  33.518
H  -7.938  25.145  35.149
H  -10.279  25.248  34.260
H  -9.992  26.870  33.664
H  -9.705  27.559  35.765
H  -7.443  27.410  35.051
C  -8.840  31.745  29.542
C  -10.157  31.457  30.238
O  -11.194  32.358  29.939
O  -9.007  31.786  28.140
H  -8.091  30.993  29.790
H  -8.305  32.672  29.748
H  -9.999  31.310  31.307
H  -10.524  30.476  29.939
H  -12.005  32.190  30.425
H  -9.706  31.173  27.902
C  -14.061  25.589  29.594
C  -15.554  25.131  29.744
O  -16.052  24.421  28.582
O  -13.058  24.667  29.891
H  -13.954  26.434  30.274
H  -13.906  26.005  28.599
H  -16.207  25.996  29.858
H  -15.650  24.439  30.581
H  -16.975  24.222  28.759
H  -13.175  24.029  29.183
C  -6.631  28.930  20.530
C  -6.694  28.110  21.802
O  -5.466  27.395  22.065
O  -6.923  28.118  19.416
H  -5.619  29.334  20.537
H  -7.251  29.826  20.553
H  -7.542  27.429  21.730
H  -6.974  28.769  22.623
H  -4.729  28.009  22.100
H  -6.803  28.727  18.683
C  -1.853  23.126  33.064
C  -1.418  24.629  33.033
O  -1.000  25.106  34.287
O  -0.688  22.280  33.212
H  -2.379  22.859  32.147
H  -2.505  22.905  33.908
H  -2.296  25.187  32.709
H  -0.566  24.714  32.358
H  -1.825  25.422  34.662
H  -0.872  21.416  32.835
C  -6.642  24.853  27.571
C  -6.915  26.262  28.203
O  -5.973  26.520  29.208
O  -5.556  24.746  26.641
H  -7.558  24.427  27.160
H  -6.550  24.214  28.449
H  -7.900  26.306  28.668
H  -6.950  27.081  27.485
H  -6.269  26.589  30.118
H  -5.707  25.272  25.853
C  -0.669  26.380  27.276
C  -0.818  27.709  28.070
O  -1.976  28.344  27.641
O  -1.401  25.368  27.922
H  0.378  26.090  27.356
H  -1.066  26.462  26.264
H  0.025  28.364  27.850
H  -0.816  27.577  29.152
H  -2.697  28.024  28.188
H  -2.315  25.438  27.637
C  -14.417  24.545  22.916
C  -12.884  24.374  22.958
O  -12.316  24.720  24.190
O  -15.140  23.582  23.696
H  -14.675  24.507  21.858
H  -14.853  25.511  23.170
H  -12.456  25.155  22.329
H  -12.600  23.407  22.543
H  -12.443  23.884  24.644
H  -15.246  23.968  24.568
C  -11.033  18.324  26.924
C  -10.891  19.774  27.424
O  -12.066  20.542  27.071
O  -11.206  18.213  25.518
H  -11.890  17.857  27.409
H  -10.127  17.827  27.272
H  -10.001  20.259  27.025
H  -10.772  19.762  28.508
H  -12.867  20.024  27.180
H  -12.040  18.609  25.255

Atomic partial charges in e from the Löwdin method, atoms 1 to 2:
1 C -0.09
2 C -0.33